Record 1
DFT (ωB97M-V with the def2-TZVPD basis set) results for a cluster of 7 separate species, C23H34FO20 in total.

Geometry as XYZ:
```
78
Properties=species:S:1:pos:R:3:forces:R:3
C -1.11355 2.92650 -0.98968 -0.1 0.0 0.0
C -0.69500 1.60634 -1.61879 0.0 -0.1 0.0
O 0.70361 1.39589 -1.59776 0.0 0.0 0.2
C 1.42946 2.14383 -2.57420 0.0 0.1 0.0
C 1.41436 1.50943 -3.95351 -0.2 0.0 -0.2
O 2.32911 2.18857 -4.75861 0.4 0.0 -0.2
C 2.00916 2.38652 -6.16502 -0.2 0.1 0.3
F 1.40884 3.76890 -6.15832 0.0 -0.1 0.0
H -0.86973 3.79030 -1.60761 0.1 0.0 0.0
H -2.19483 2.93135 -0.83535 0.0 0.0 0.0
H -0.62833 3.02890 -0.01902 0.0 0.1 0.0
H -1.08830 1.52048 -2.63820 0.0 0.0 0.0
H -1.11828 0.78222 -1.03861 0.0 0.0 0.0
H 2.45842 2.19809 -2.21664 0.0 0.0 0.0
H 1.05162 3.16886 -2.64220 0.0 0.0 0.0
H 0.41273 1.55330 -4.40564 0.0 0.0 0.1
H 1.67597 0.44197 -3.85441 0.0 0.0 0.0
H 1.07083 1.80319 -6.28740 0.1 0.1 -0.1
C 2.73305 -1.39530 -9.18339 0.1 0.0 0.1
C 3.15374 -1.78764 -7.77548 0.0 0.0 -0.1
O 2.21648 -1.07980 -6.97156 -0.1 -0.2 0.2
C 1.12101 -0.80224 -7.70746 0.3 0.2 -0.1
O 0.11589 -0.33720 -7.28943 -0.3 -0.2 0.0
O 1.33634 -1.13404 -9.01120 0.0 0.0 0.0
H 2.86753 -2.18297 -9.92095 -0.1 0.0 0.0
H 3.23006 -0.49038 -9.52826 0.0 0.0 0.0
H 3.03751 -2.85958 -7.59276 0.0 0.0 0.0
H 4.16078 -1.47747 -7.51087 0.0 0.1 0.0
C 0.97307 -0.27495 2.24662 0.0 0.1 -0.1
C 1.19518 1.15326 2.71022 0.0 -0.1 0.0
O 0.03316 1.82168 2.18817 0.0 0.1 0.1
C -0.93162 0.91361 1.98457 0.1 0.0 -0.2
O -2.05850 1.16887 1.68060 -0.1 0.0 0.2
O -0.46567 -0.33568 2.17204 0.0 -0.1 0.0
H 1.33078 -1.01686 2.94997 0.0 0.0 0.1
H 1.37040 -0.45425 1.24749 0.0 0.0 0.0
H 1.18905 1.23381 3.79742 0.0 0.0 0.0
H 2.08325 1.62289 2.29975 0.0 0.0 -0.1
C -4.49346 0.23237 5.08007 0.0 0.0 -0.1
C -3.09986 0.07920 4.49706 -0.2 -0.1 0.1
O -2.27516 0.32171 5.65592 0.1 0.0 -0.1
C -2.99043 0.07000 6.75545 0.0 0.1 0.1
O -2.55205 0.03324 7.86961 0.0 -0.1 -0.1
O -4.28793 -0.13536 6.45689 -0.1 0.0 0.0
H -5.23590 -0.42583 4.64022 0.0 -0.1 0.0
H -4.84817 1.26271 5.04975 0.0 0.0 0.0
H -2.90883 -0.93274 4.13904 0.0 0.0 0.0
H -2.86278 0.78664 3.71136 0.0 0.1 0.1
C -3.44841 -1.74819 11.36364 0.1 0.0 0.0
C -2.44655 -2.02256 10.25664 -0.3 0.0 0.1
O -1.34064 -2.57625 10.98208 0.1 0.0 0.0
C -1.79797 -3.08737 12.15074 0.0 0.0 -0.1
O -1.15649 -3.75618 12.89245 0.0 0.0 0.0
O -3.08608 -2.72842 12.34635 0.0 0.0 0.1
H -4.48448 -1.89109 11.07329 0.0 -0.1 0.0
H -3.32037 -0.75615 11.79820 0.0 0.0 0.0
H -2.81371 -2.77351 9.55385 0.0 0.0 0.0
H -2.14938 -1.13464 9.71282 0.0 0.0 0.1
C 1.22125 -2.79241 8.18805 -0.1 0.0 0.0
C -0.07764 -2.16900 7.70116 0.2 -0.2 0.0
O 0.39454 -1.20944 6.74930 -0.1 0.0 0.0
C 1.61165 -1.59040 6.31590 0.1 0.1 0.0
O 2.19662 -1.08383 5.41083 0.0 0.0 -0.1
O 2.08401 -2.61404 7.05640 0.0 -0.1 0.0
H 1.15130 -3.84883 8.42757 0.0 0.0 -0.1
H 1.64248 -2.25209 9.03631 0.0 0.0 0.0
H -0.71347 -2.88999 7.18284 0.0 0.0 0.0
H -0.64226 -1.67250 8.47823 0.1 0.2 -0.1
C 0.77951 1.50397 -12.29226 0.0 0.1 0.0
C 1.26114 1.34105 -13.72745 0.0 0.0 0.1
O 2.66602 1.11803 -13.55490 -0.1 0.0 0.0
C 2.86880 0.64790 -12.29696 0.2 -0.1 0.0
O 3.90273 0.20921 -11.90695 0.0 0.0 -0.1
O 1.74273 0.73310 -11.57166 0.0 0.0 0.1
H -0.21124 1.10417 -12.09961 0.0 -0.1 0.0
H 0.83402 2.53626 -11.94537 0.0 0.0 0.0
H 0.82801 0.46326 -14.21043 0.0 0.0 0.0
H 1.11090 2.21764 -14.35100 0.0 0.0 0.0
```
Forces are in eV/Å.

Properties
- total charge = -1
- HOMO energy (eV) = -1.665
- HOMO-LUMO gap (hartree) = 0.1150

=====

Record 2
DFT (ωB97M-V with the def2-TZVPD basis set) results for a structure of composition C26H20N8O7S2Sn.

Geometry as XYZ:
```
64
Properties=species:S:1:pos:R:3:forces:R:3
Sn -0.25869 0.26734 -0.05843 0.2 0.0 0.3
O -0.73273 2.37308 0.66099 0.2 0.2 0.1
S -1.50516 1.90700 1.84935 -0.3 -0.2 -0.1
O -2.66009 2.65700 2.18699 0.2 -0.1 0.0
O -1.76566 0.45674 1.47104 -0.1 0.1 0.1
C -0.43323 1.81980 3.27852 0.1 0.1 0.3
C -0.92882 2.48561 4.39319 0.1 -0.1 -0.3
C -0.22834 2.48563 5.59696 0.0 0.0 0.0
C 0.97287 1.82169 5.69688 0.1 -0.1 -0.2
C 1.48692 1.14227 4.58886 0.0 0.0 0.1
C 0.80474 1.13135 3.38599 -0.3 0.1 0.1
S 1.59275 0.25350 2.06721 0.3 -0.2 0.0
O 2.82103 -0.32199 2.49922 -0.2 0.2 0.1
O 1.65253 1.16513 0.90424 0.0 0.3 -0.2
O 0.60102 -0.78746 1.57095 0.0 -0.2 0.1
H -1.87035 3.00863 4.31090 0.0 0.0 0.0
H -0.63658 3.01063 6.44943 0.0 0.0 0.0
H 1.52389 1.81928 6.62727 0.0 0.0 0.0
H 2.43164 0.62033 4.65691 0.0 0.0 0.0
C 3.75794 -0.76152 -4.03694 -0.1 0.0 0.0
N 2.99559 -0.85265 -2.79558 0.1 0.0 0.0
C 1.80956 -0.33840 -2.48678 0.1 0.0 0.0
N 1.49763 -0.69593 -1.24780 0.0 0.0 -0.3
C 2.57163 -1.43594 -0.82989 0.0 0.0 0.1
N 3.48747 -1.56132 -1.75166 -0.1 0.0 -0.1
C 3.14750 -1.55718 -5.17091 0.0 0.0 0.0
C 3.54271 -1.27908 -6.48915 0.0 0.0 0.0
C 3.06455 -2.01548 -7.56638 0.0 0.0 0.0
C 2.16322 -3.03916 -7.35533 0.0 0.0 0.0
C 1.74595 -3.31287 -6.03992 0.0 0.0 0.0
C 2.25309 -2.57544 -4.94959 0.0 0.0 0.0
C 0.78139 -4.32083 -5.81912 -0.1 -0.1 0.0
N 0.21996 -5.15394 -6.71668 0.0 0.0 0.2
N -0.64587 -5.90293 -6.07159 0.1 0.1 0.1
C -0.62168 -5.52727 -4.77857 0.1 0.0 -0.2
O 0.27607 -4.53714 -4.58891 0.0 -0.1 -0.1
C -1.40196 -6.00752 -3.70613 0.0 0.0 0.1
C -2.35309 -7.02348 -3.92977 0.0 0.0 0.0
C -3.12538 -7.45121 -2.87248 0.0 0.0 0.0
C -2.96427 -6.87819 -1.61206 0.0 0.0 0.0
C -2.01621 -5.87450 -1.37726 0.0 0.0 0.0
C -1.83672 -5.27848 0.00398 0.0 0.0 0.0
N -1.85483 -3.82007 -0.02565 -0.1 -0.1 0.0
C -0.84435 -2.96662 -0.12508 0.1 0.0 0.1
N -1.32963 -1.73721 -0.18856 -0.3 0.0 -0.1
C -2.68619 -1.90529 -0.11348 0.0 -0.1 0.0
N -3.03636 -3.15984 -0.02405 0.1 0.1 -0.1
C -1.23648 -5.44753 -2.42479 0.0 0.0 0.0
H 4.74619 -1.14696 -3.79205 0.0 0.0 0.0
H 3.87009 0.28663 -4.30933 0.0 0.0 0.0
H 1.22063 0.27821 -3.14986 0.0 0.0 0.0
H 2.66992 -1.84336 0.16510 0.0 0.0 0.0
H 4.24496 -0.47319 -6.67306 0.0 0.0 0.0
H 3.39408 -1.77998 -8.56893 0.0 0.0 0.0
H 1.76688 -3.62117 -8.17717 0.0 0.0 0.0
H 1.93803 -2.82776 -3.94523 0.0 0.0 0.0
H -2.46724 -7.44449 -4.92025 0.0 0.0 0.0
H -3.86621 -8.22484 -3.01995 0.0 0.0 0.0
H -3.59108 -7.21699 -0.79508 0.0 0.0 0.0
H -0.88975 -5.59034 0.44379 0.0 0.0 0.0
H -2.63611 -5.58767 0.67138 0.0 0.0 0.0
H 0.19749 -3.24503 -0.10190 0.0 0.0 0.0
H -3.39170 -1.09037 -0.09861 0.0 0.0 0.0
H -0.49566 -4.67121 -2.28243 0.0 0.0 0.0
```
Forces are in eV/Å.

Properties
- total charge = +2
- HOMO energy (alpha / beta) (eV) = -14.400 / -14.155
- HOMO-LUMO gap (alpha / beta) (hartree) = 0.2537 / 0.1667
- energy relative to the best compared isomer or geometry (same formula, charge and spin) (kJ/mol) = 31.58

=====

Record 3
DFT (ωB97M-V with the def2-TZVPD basis set) results for a structure of composition C45H49Cl3FN6O5SSr in a non-equilibrium geometry.

Geometry as XYZ:
```
111
Properties=species:S:1:pos:R:3:forces:R:3
Sr -0.56583 -1.57066 -2.08710 0.8 2.7 1.4
O 1.36869 -5.12009 -0.35248 -0.1 0.1 -0.1
C 0.71516 -4.29538 -0.98856 0.0 -0.1 0.3
O 0.35154 -3.12062 -0.61316 0.6 -1.2 0.5
C 0.22278 -4.66981 -2.38899 0.0 0.2 -0.1
C 0.15096 -5.96209 -2.87648 0.0 -0.1 -0.1
C -0.39911 -6.15319 -4.14119 0.0 0.1 0.0
C -0.84951 -5.06418 -4.87985 0.1 -0.2 0.0
C -0.71658 -3.80131 -4.32655 0.1 0.1 0.1
N -0.18316 -3.63134 -3.11874 0.1 -1.7 -0.8
C -1.18880 -2.50246 -5.00841 0.0 0.2 -0.3
O -1.69119 -2.59765 -6.12646 0.1 0.0 0.3
O -0.98582 -1.45611 -4.30350 -0.4 -0.5 -1.6
H 0.50371 -6.78361 -2.26680 0.0 0.0 0.0
H -0.48562 -7.15375 -4.54750 0.0 0.0 0.0
H -1.29411 -5.16656 -5.86028 0.0 0.0 0.0
N -1.81062 -3.71955 1.60071 0.1 -0.1 0.0
C -1.33973 -4.70688 2.58078 0.0 0.1 -0.1
C 0.10933 -4.46561 2.99137 -0.1 0.1 0.1
C 0.33554 -3.20863 3.83862 -0.1 0.0 -0.1
C 0.27163 -1.88973 3.06261 0.2 -0.1 -0.1
N 1.32375 -1.73502 2.04813 -0.2 0.1 0.0
H -2.63579 -4.05317 1.11951 -0.1 0.0 0.0
H -1.10244 -3.54906 0.88635 0.0 -0.1 0.1
H -1.41982 -5.73921 2.21859 0.0 0.0 -0.1
H -1.97611 -4.63324 3.47061 0.0 0.0 0.0
H 0.73046 -4.43369 2.09196 0.0 -0.1 0.0
H 0.43408 -5.33742 3.56531 0.0 0.0 0.0
H 1.32542 -3.27111 4.30917 0.0 0.0 0.0
H -0.40459 -3.17653 4.64874 0.1 0.0 0.0
H 0.35175 -1.06713 3.77972 0.0 0.1 0.0
H -0.69653 -1.80601 2.56978 0.1 0.1 0.0
H 1.08254 -2.25755 1.20914 0.0 0.0 -0.1
H 2.18668 -2.14019 2.39088 0.1 0.0 0.0
C -2.79625 2.19992 -3.92080 0.0 0.1 0.0
C -1.48095 2.59606 -3.24024 -0.1 -0.3 -0.1
C -0.33832 1.77313 -3.84301 -0.1 0.2 0.1
C -1.55855 2.60212 -1.71152 0.0 0.1 0.0
C -1.17675 3.80801 -1.12492 0.0 0.0 -0.1
C -1.27803 4.03143 0.23471 0.0 0.0 0.0
C -1.82028 3.03256 1.01391 0.1 0.0 0.0
C -2.22342 1.79943 0.49062 0.2 0.0 -0.1
C -2.86782 0.90990 1.55882 -0.2 0.0 -0.1
C -2.91618 -0.60045 1.36775 0.0 0.1 0.0
C -4.29097 1.41929 1.84903 0.0 0.0 0.0
C -2.03531 1.53086 -0.89561 -0.1 0.1 -0.1
N -2.21714 0.24735 -1.46126 -0.3 0.3 0.4
C -3.45950 -0.20178 -1.73167 -0.1 0.2 0.1
C -4.64280 0.58320 -1.75226 0.0 -0.1 0.0
C -5.87130 0.06641 -2.12778 0.0 0.0 0.0
C -6.02117 -1.26713 -2.48948 0.0 0.0 0.0
C -4.89873 -2.08856 -2.43859 0.1 -0.1 0.0
C -3.69609 -1.56010 -2.05521 -0.2 0.2 0.1
F -2.61968 -2.44542 -1.92906 -1.8 -0.5 0.1
H -2.74565 2.44013 -4.98708 0.0 0.0 0.0
H -3.64221 2.74019 -3.48886 0.0 0.0 0.0
H -2.97946 1.13111 -3.82428 0.0 0.0 -0.1
H -1.29248 3.63740 -3.50978 0.0 0.1 0.0
H -0.53718 0.71678 -3.70410 0.1 -0.1 -0.1
H 0.63348 2.03820 -3.41703 0.0 0.0 0.0
H -0.29960 1.95243 -4.92094 0.0 -0.1 0.0
H -0.80029 4.60222 -1.76431 0.0 -0.1 0.0
H -0.95930 4.97141 0.67020 0.0 0.0 0.0
H -1.93740 3.19931 2.08250 0.0 0.0 -0.1
H -2.27533 1.08344 2.46308 0.0 0.0 0.0
H -3.73142 -0.89436 0.70683 0.0 0.0 -0.1
H -3.08656 -1.07337 2.33637 0.0 0.0 0.0
H -1.98749 -0.99531 0.97223 0.1 -0.1 0.0
H -4.93507 1.22759 0.98635 0.0 0.0 0.1
H -4.30454 2.49136 2.06139 0.0 -0.1 0.0
H -4.71042 0.88987 2.71109 0.0 0.0 -0.1
H -4.55421 1.62833 -1.47977 0.0 0.0 0.0
H -6.73179 0.72784 -2.15342 0.0 0.0 0.0
H -6.98243 -1.66324 -2.79021 0.1 0.0 0.0
H -4.95102 -3.14258 -2.68641 0.0 0.0 0.0
Cl 8.34234 2.55373 3.72223 0.0 0.0 0.0
C 6.90875 2.77560 2.77268 -0.1 0.1 0.0
C 6.45016 1.75344 1.96499 0.0 -0.2 0.0
C 5.28188 1.93555 1.24360 0.0 -0.1 0.1
C 4.55903 3.12216 1.29766 -0.2 0.1 0.2
C 3.28810 3.32745 0.49873 0.1 -0.5 -0.1
C 3.34623 2.74232 -0.93414 -0.2 0.0 0.0
N 2.88329 1.37570 -1.14850 0.0 0.1 0.4
C 3.64427 0.29614 -1.55212 0.0 0.0 0.0
C 2.76713 -0.72246 -1.76363 -0.1 0.0 -0.2
N 1.47867 -0.28470 -1.54357 1.1 0.7 0.6
C 1.58750 0.96568 -1.14324 0.2 -0.1 -0.3
O 2.07690 2.95672 1.12622 -0.1 -0.1 0.4
C 2.01039 1.94670 2.14891 -0.1 0.1 -0.1
C 2.23582 2.51897 3.52565 0.2 0.1 -0.2
C 2.98386 2.00628 4.54398 -0.2 0.2 0.0
Cl 3.87190 0.54062 4.59091 0.1 -0.1 -0.2
S 2.96820 3.00301 5.95052 0.0 -0.1 -0.1
C 1.93704 4.13714 5.18025 0.0 0.0 0.1
C 1.62841 3.75441 3.91855 -0.1 0.1 -0.2
C 5.07017 4.14167 2.10737 0.0 -0.2 -0.1
Cl 4.27690 5.68502 2.22071 0.0 0.0 0.0
C 6.22985 3.97890 2.84536 0.1 0.1 0.1
H 6.98529 0.81366 1.91825 0.0 0.1 0.0
H 4.91873 1.11573 0.63680 0.0 0.0 0.0
H 3.19924 4.39750 0.33894 0.0 0.2 0.0
H 4.37293 2.81873 -1.28463 0.0 0.0 -0.2
H 2.72518 3.37744 -1.56425 0.0 0.1 0.0
H 4.71401 0.36482 -1.67660 -0.1 0.0 0.0
H 2.97244 -1.73521 -2.08158 0.0 0.1 0.0
H 0.76629 1.61948 -0.88257 0.0 0.0 0.0
H 2.63419 1.07464 1.95096 0.1 0.0 -0.1
H 0.97551 1.61070 2.08817 0.0 -0.1 -0.1
H 1.61648 5.01945 5.71604 0.0 -0.1 -0.1
H 0.99657 4.32357 3.24571 0.1 -0.1 0.1
H 6.59731 4.78301 3.46845 0.0 0.0 0.0
```
Forces are in eV/Å.

Properties
- total charge = -1
- HOMO energy (eV) = -4.306
- HOMO-LUMO gap (hartree) = 0.2242
- energy relative to the best compared isomer or geometry (same formula, charge and spin) (kJ/mol) = 145.64